# C45H98FN6O10

A 4-piece molecular cluster, C45H98FN6O10 overall at a distorted geometry (wB97M-V/def2-TZVPD, the OMol25 dataset).

Its spin multiplicity is 1. As for the net charge: +1. Its LUMO energy is -2.30 eV. Its molar mass is 902.31 g/mol.

The geometry in XYZ format:
```
160
Properties=species:S:1:pos:R:3:forces:R:3:lowdin_charge:R:1
C 1.67046 3.64951 1.52975 -0.48 -0.37 -1.18 -0.13
C 2.61112 3.23088 0.23477 0.41 0.41 1.28 -0.24
C 2.93648 1.60068 0.16666 1.51 0.97 -0.15 -0.18
C 2.79239 0.96097 -1.34526 3.46 0.03 1.44 -0.22
N 1.54165 0.35044 -1.75195 -0.84 0.17 -0.70 -0.02
C 0.37503 1.10098 -2.24676 0.28 1.62 1.20 -0.31
C 0.91078 2.27829 -3.26310 0.48 0.38 -0.58 -0.12
C -0.01777 2.68827 -4.52791 0.16 1.43 -0.32 -0.19
C 0.14692 4.34139 -4.72226 -0.03 -0.04 0.65 -0.16
C -1.02857 5.00714 -5.65147 2.44 0.74 0.10 -0.20
O -2.22185 5.22017 -4.80162 -2.02 -1.05 -3.66 -0.15
C -3.35775 4.86358 -5.69310 -0.59 -6.86 0.69 -0.12
O -3.64495 3.56024 -5.79885 1.66 8.33 0.51 -0.05
C -0.59550 1.78159 -1.05639 0.72 0.79 0.84 -0.12
C -1.97681 2.41386 -1.65017 -0.03 1.25 -0.73 -0.09
C -2.96880 3.16363 -0.59358 0.76 4.23 3.66 -0.12
O -2.66108 4.22466 0.17960 -1.26 -6.66 -5.04 -0.07
C -0.72744 0.71137 0.15743 1.46 -0.23 0.03 -0.25
N -1.45435 1.19534 1.41269 1.81 0.72 -0.08 -0.04
C -0.67723 0.76090 2.67476 -1.14 -0.20 1.15 -0.24
C -0.66762 -0.85531 2.92305 0.55 0.14 1.39 -0.11
C -1.26020 -0.70042 -0.44887 -0.28 -1.24 1.77 -0.20
C -2.77562 -1.15287 0.09696 0.11 -0.21 -1.60 -0.15
C -3.95216 -0.06839 -0.23667 -1.43 -1.15 1.28 -0.20
C -5.39682 -0.86339 0.04827 -0.42 -0.39 0.47 -0.20
C -6.30818 -0.11152 1.21451 0.57 -0.23 -0.12 -0.17
C -5.54520 -0.07740 2.67591 0.77 -0.05 -0.63 -0.22
O -6.03669 1.10710 3.39806 -0.88 -2.50 0.83 -0.22
C -7.01068 0.76198 4.44518 -1.62 0.83 1.40 -0.25
C -8.40462 1.67753 4.34225 -0.21 -0.11 0.04 -0.11
C -1.26610 -0.88692 -2.04857 -2.17 -3.02 1.34 -0.11
N -0.53204 0.06318 -2.92550 0.54 -0.48 -2.51 -0.07
C 0.26062 -0.79584 -3.93756 0.87 -1.07 -2.61 -0.08
C -0.75976 -1.55851 -5.02304 0.67 -0.41 0.26 -0.06
F -0.90911 -3.00940 -4.65608 0.23 3.42 -0.64 -0.13
H 0.70471 2.99203 1.45953 1.66 1.30 0.26 0.03
H 2.16182 3.42951 2.57062 -0.78 0.64 -2.14 0.09
H 1.34314 4.76946 1.37187 0.74 -2.22 0.73 0.09
H 3.63142 3.83211 0.38289 -2.16 -1.43 -0.55 0.12
H 2.12044 3.65267 -0.73960 0.84 -0.96 1.74 0.08
H 2.43256 0.98159 1.01867 0.60 1.18 -1.71 0.10
H 4.10777 1.54367 0.40441 -2.56 -0.08 -0.53 0.12
H 3.60953 0.08151 -1.34224 -1.93 1.78 -0.13 0.14
H 3.30860 1.76695 -2.05876 -1.73 -1.77 1.21 0.14
H 1.37401 -0.57039 -1.31181 -0.07 1.21 -0.17 0.13
H 1.07843 3.23970 -2.60790 -0.42 -2.01 -1.16 0.11
H 1.97657 2.03917 -3.74929 -2.38 0.15 1.42 0.14
H 0.42424 2.19665 -5.51249 -1.31 0.82 2.05 0.13
H -1.17475 2.50925 -4.39564 2.27 0.09 -0.36 0.10
H 0.08038 4.87060 -3.65431 0.00 -1.18 -2.27 0.13
H 1.24833 4.56751 -5.10684 -2.49 -0.40 0.51 0.14
H -0.65949 6.09900 -5.96227 -0.77 -2.50 0.39 0.15
H -1.21583 4.32962 -6.58880 0.14 1.36 1.84 0.14
H -3.98683 5.66044 -6.29001 1.52 -1.25 1.50 0.18
H 0.02946 2.70732 -0.63467 -1.36 -2.01 -0.94 0.14
H -1.65137 3.28299 -2.40271 -0.73 -1.76 1.63 0.13
H -2.63526 1.68058 -2.29195 1.23 1.25 1.45 0.11
H -4.07660 2.75369 -0.49839 2.25 0.80 -0.38 0.13
H 0.37364 0.50082 0.57193 -2.11 0.47 -1.44 0.12
H -1.34423 2.25361 1.45639 -0.47 -1.63 -0.43 0.10
H -1.29880 1.23506 3.57699 1.38 -1.04 -1.93 0.14
H 0.38829 1.25460 2.73731 -1.79 -1.24 -0.32 0.10
H -0.07507 -1.48099 2.12030 -1.37 1.31 1.42 0.07
H -0.08256 -1.03186 3.94903 -1.25 0.31 -2.26 0.08
H -1.76041 -1.28795 3.13240 2.42 1.04 -0.78 0.09
H -0.54881 -1.55233 -0.00441 -1.44 1.88 -1.08 0.14
H -2.77633 -1.49416 1.21569 0.10 1.03 -2.18 0.10
H -3.03181 -2.13065 -0.53861 0.50 1.93 1.37 0.13
H -4.01219 0.27888 -1.35271 0.50 -0.51 2.17 0.10
H -3.93849 0.81338 0.54782 0.34 -1.67 -1.94 0.09
H -6.00825 -1.00022 -0.96726 1.26 0.39 2.31 0.12
H -5.18279 -1.94796 0.46627 -0.29 2.08 -0.99 0.11
H -6.47459 1.00161 0.86343 0.13 -2.22 0.92 0.12
H -7.33668 -0.67586 1.39091 2.09 1.34 -0.65 0.13
H -4.36345 0.05875 2.57999 -2.49 -0.17 -0.04 0.12
H -5.68158 -1.09598 3.27558 0.01 2.21 -1.22 0.14
H -7.36404 -0.35370 4.44698 0.98 1.97 -0.30 0.12
H -6.57667 0.98804 5.51927 -0.48 -0.47 -2.25 0.12
H -9.23140 1.10097 3.71809 1.81 1.34 1.15 0.08
H -8.20602 2.73625 3.87229 -0.26 -2.22 0.81 0.08
H -8.87380 1.87739 5.41614 1.17 -0.60 -2.21 0.08
H -0.85685 -1.98669 -2.27394 -0.90 2.55 0.49 0.16
H -2.41070 -0.94161 -2.38885 2.56 0.40 0.57 0.16
H -1.28332 0.50853 -3.53507 1.45 0.05 1.14 0.16
H 0.97092 -0.14137 -4.62150 -1.62 -0.96 1.77 0.15
H 0.94484 -1.59420 -3.42571 -1.59 1.68 -0.77 0.15
H -1.82068 -1.04667 -5.02382 2.00 -1.27 -0.09 0.13
H -0.25781 -1.52081 -6.10439 -1.29 -0.21 2.50 0.15
C 3.43440 -6.44235 5.69503 -0.36 -0.10 0.15 -0.11
O 2.68291 -6.25745 6.88796 0.54 0.09 -0.22 -0.20
C 3.41421 -5.58482 7.91506 -0.46 0.27 0.54 -0.20
C 2.85518 -4.17218 8.15158 0.35 -0.32 -0.65 -0.20
N 3.15904 -3.28302 7.02303 -0.20 -0.08 0.28 -0.04
C 2.42707 -2.01292 7.06025 -0.41 -0.22 -0.50 -0.20
C 0.88928 -2.07728 6.96381 0.32 0.39 0.01 -0.20
O 0.40328 -2.52542 5.69765 -0.02 -0.15 0.44 -0.22
C 0.35157 -3.93697 5.55053 -0.04 0.19 -0.33 -0.09
H 2.86789 -7.10614 5.03661 0.00 0.07 0.16 0.09
H 3.57907 -5.49135 5.17635 0.21 0.02 -0.08 0.07
H 4.40348 -6.90561 5.90518 -0.01 0.08 -0.04 0.09
H 4.49422 -5.56212 7.71482 -0.21 0.07 -0.18 0.12
H 3.27029 -6.16760 8.83429 0.02 0.09 -0.12 0.12
H 3.29183 -3.75637 9.06507 -0.01 0.00 -0.05 0.12
H 1.77531 -4.26726 8.29813 -0.06 -0.13 0.22 0.10
H 2.92606 -3.75896 6.15696 0.07 0.05 0.18 0.07
H 2.79322 -1.42075 6.21193 -0.24 -0.12 0.29 0.11
H 2.71022 -1.46641 7.96664 -0.09 -0.10 -0.08 0.12
H 0.51802 -1.05152 7.07532 0.03 -0.09 -0.07 0.12
H 0.43728 -2.64726 7.78183 -0.01 -0.19 -0.10 0.11
H 0.14007 -4.45017 6.49278 0.12 0.05 -0.03 0.09
H 1.28630 -4.29981 5.11797 0.00 -0.25 0.14 0.07
H -0.44441 -4.17860 4.84142 -0.02 0.11 0.07 0.09
C 9.06393 -0.21160 4.58339 0.05 -0.08 0.39 -0.11
O 8.96504 0.51506 5.80166 -0.01 0.13 -0.59 -0.20
C 8.70187 1.90614 5.60729 -0.23 0.28 0.62 -0.21
C 7.27978 2.26534 6.06843 0.25 -0.46 -0.54 -0.20
N 6.26848 1.70401 5.16360 0.04 0.12 0.26 -0.06
C 4.90190 1.77591 5.69050 0.14 -0.39 -0.09 -0.20
C 4.59649 0.98760 6.98029 -0.38 -0.02 -0.32 -0.20
O 4.65182 -0.43097 6.82284 0.64 0.81 0.21 -0.24
C 5.95364 -0.98748 6.93407 -0.14 -0.33 -0.07 -0.08
H 9.43205 -1.21445 4.81541 -0.04 0.17 0.07 0.09
H 8.08392 -0.31024 4.10987 0.01 0.02 -0.22 0.07
H 9.76694 0.26562 3.89351 -0.08 -0.01 -0.02 0.09
H 8.88239 2.22654 4.57202 -0.15 -0.23 0.09 0.12
H 9.41427 2.45069 6.24076 -0.12 -0.06 -0.08 0.12
H 7.17120 3.35408 6.09848 -0.01 -0.05 -0.02 0.12
H 7.15710 1.87862 7.08432 0.15 0.11 0.15 0.10
H 6.49003 0.72912 4.98650 -0.01 0.19 0.05 0.06
H 4.24533 1.39352 4.89864 -0.03 0.02 0.17 0.11
H 4.63280 2.82781 5.83706 0.08 -0.04 0.10 0.12
H 3.55923 1.21298 7.25554 0.04 -0.06 -0.05 0.12
H 5.20631 1.31238 7.82938 0.16 -0.08 -0.07 0.11
H 6.58932 -0.43354 7.63049 -0.01 0.09 -0.12 0.09
H 6.42043 -1.04034 5.94827 0.26 0.04 0.08 0.07
H 5.85761 -2.01360 7.29828 -0.17 0.12 -0.02 0.08
C -1.24474 0.88301 -9.70022 0.16 -0.28 0.08 -0.11
O -1.75486 -0.05203 -8.75815 -0.06 0.47 -0.06 -0.22
C -3.10480 0.21620 -8.37363 -0.40 -0.58 0.18 -0.21
C -4.05711 -0.85510 -8.92990 0.43 0.50 -0.44 -0.20
N -4.19789 -0.73811 -10.38697 0.05 -0.13 0.41 -0.05
C -4.86741 -1.88546 -11.00799 0.33 0.02 -0.24 -0.19
C -4.17072 -3.25705 -10.90016 -0.31 0.05 -0.49 -0.21
O -2.94721 -3.34801 -11.63155 -0.18 0.05 0.59 -0.18
C -1.80901 -2.85034 -10.94335 0.00 -0.12 -0.45 -0.10
H -0.17078 0.70769 -9.80483 -0.14 -0.06 0.07 0.09
H -1.70947 0.74036 -10.67901 -0.01 0.21 -0.04 0.08
H -1.39730 1.91185 -9.35949 -0.06 -0.01 -0.07 0.08
H -3.42809 1.22771 -8.65534 0.14 -0.20 -0.13 0.12
H -3.13408 0.16343 -7.27741 -0.05 0.02 -0.08 0.10
H -5.04104 -0.74489 -8.46325 0.03 0.01 -0.04 0.12
H -3.65080 -1.83166 -8.65085 0.01 -0.07 0.26 0.10
H -3.27518 -0.64637 -10.80054 -0.18 -0.01 0.08 0.07
H -4.97065 -1.64300 -12.07331 -0.01 -0.15 0.15 0.12
H -5.88385 -1.96336 -10.60655 0.09 -0.04 0.07 0.12
H -4.84204 -3.99420 -11.35665 0.12 0.10 0.00 0.12
H -4.03361 -3.58192 -9.86383 0.17 0.11 0.06 0.11
H -1.87603 -2.99427 -9.86135 -0.08 0.08 -0.02 0.09
H -1.66344 -1.79453 -11.18119 0.12 0.09 0.23 0.07
H -0.92777 -3.38495 -11.30721 -0.15 -0.04 -0.01 0.09
```
Positions in Å, forces in eV/Å.